Formula: C30H32N7RuS2
Source: the OMol25 dataset
Level of theory: ωB97M-V with the def2-TZVPD basis set

Positions of all 72 atoms, in Å:
Ru (0.76, 0.05, -0.71)
N (4.28, 3.40, 2.71)
C (3.11, 3.15, 1.80)
C (2.02, 2.38, 2.53)
C (2.24, 0.85, 2.62)
N (1.19, 0.19, 1.84)
C (3.62, 0.41, 2.09)
C (3.99, 0.97, 0.71)
N (3.33, 0.19, -0.34)
C (3.54, 2.43, 0.53)
H (4.00, 3.94, 3.54)
H (5.01, 3.93, 2.21)
H (4.67, 2.49, 3.01)
H (2.71, 4.13, 1.52)
H (1.10, 2.52, 1.97)
H (1.86, 2.80, 3.53)
H (2.19, 0.54, 3.67)
H (0.28, 0.37, 2.26)
H (1.32, -0.82, 1.85)
H (3.63, -0.68, 2.04)
H (4.39, 0.67, 2.82)
H (5.08, 0.89, 0.61)
H (3.58, -0.80, -0.28)
H (3.65, 0.51, -1.26)
H (2.66, 2.40, -0.11)
H (4.31, 3.01, 0.01)
S (1.06, 0.90, -3.04)
C (0.88, 2.50, -2.40)
C (1.07, 3.64, -3.18)
C (0.88, 4.88, -2.61)
C (0.47, 4.94, -1.28)
C (0.31, 3.77, -0.57)
N (0.54, 2.56, -1.09)
H (1.34, 3.51, -4.22)
H (1.02, 5.77, -3.19)
H (0.29, 5.89, -0.80)
H (-0.02, 3.78, 0.46)
S (-5.44, 1.35, -2.07)
C (-3.87, 0.79, -1.41)
C (-3.30, -0.41, -1.85)
C (-2.12, -0.83, -1.27)
N (-1.49, -0.13, -0.31)
C (-2.05, 1.02, 0.10)
C (-3.22, 1.52, -0.43)
C (-6.40, 0.46, -0.83)
C (-6.75, 1.10, 0.35)
C (-7.44, 0.35, 1.30)
N (-7.75, -0.91, 1.10)
C (-7.44, -1.51, -0.03)
C (-6.75, -0.86, -1.04)
H (-3.78, -1.00, -2.61)
H (-1.65, -1.76, -1.56)
H (-1.54, 1.54, 0.90)
H (-3.63, 2.45, -0.07)
H (-6.50, 2.13, 0.53)
H (-7.74, 0.78, 2.24)
H (-7.74, -2.54, -0.12)
H (-6.51, -1.37, -1.96)
N (1.37, -9.95, -0.96)
C (1.33, -8.81, -0.89)
C (1.27, -7.40, -0.81)
C (0.62, -6.80, 0.28)
C (0.55, -5.43, 0.35)
C (1.13, -4.63, -0.65)
C (1.78, -5.25, -1.74)
C (1.85, -6.62, -1.81)
C (1.07, -3.23, -0.57)
C (1.01, -2.01, -0.47)
H (0.18, -7.42, 1.04)
H (0.05, -4.95, 1.18)
H (2.23, -4.63, -2.50)
H (2.36, -7.10, -2.63)

Summary:
Total energy   -66295.7068 eV
Max |F|   2.21 eV Å⁻¹
Total charge   +2
E_HOMO (spin up / spin down)   -12.660 / -12.642 eV
Spin multiplicity   2
Orbital gap (spin up / spin down)   5.803 / 5.731 eV

How positive or negative is each atom? The Löwdin charges in e answer that: number 1, Ru, carries 0.995; number 2, N, carries 0.250; number 3, C, carries -0.275; number 4, C, carries -0.081; number 5, C, carries -0.336; number 6, N, carries 0.031; number 7, C, carries -0.095; number 8, C, carries -0.342; number 9, N, carries 0.034; number 10, C, carries -0.090; number 11, H, carries 0.187; number 12, H, carries 0.187; number 13, H, carries 0.156; number 14, H, carries 0.158; number 15, H, carries 0.101; number 16, H, carries 0.131; number 17, H, carries 0.155; number 18, H, carries 0.098; number 19, H, carries 0.076; number 20, H, carries 0.134; number 21, H, carries 0.115; number 22, H, carries 0.154; number 23, H, carries 0.096; number 24, H, carries 0.093; number 25, H, carries 0.091; number 26, H, carries 0.135; number 27, S, carries 0.657; number 28, C, carries -0.772; number 29, C, carries -0.075; number 30, C, carries -0.030; number 31, C, carries -0.047; number 32, C, carries -0.172; number 33, N, carries -0.059; number 34, H, carries 0.116; number 35, H, carries 0.124; number 36, H, carries 0.111; number 37, H, carries 0.102; number 38, S, carries 1.005; number 39, C, carries -0.478; number 40, C, carries -0.034; number 41, C, carries -0.112; number 42, N, carries -0.050; number 43, C, carries -0.145; number 44, C, carries -0.050; number 45, C, carries -0.509; number 46, C, carries -0.075; number 47, C, carries -0.128; number 48, N, carries 0.071; number 49, C, carries -0.123; number 50, C, carries -0.071; number 51, H, carries 0.121; number 52, H, carries 0.114; number 53, H, carries 0.097; number 54, H, carries 0.116; number 55, H, carries 0.103; number 56, H, carries 0.114; number 57, H, carries 0.115; number 58, H, carries 0.106; number 59, N, carries 0.190; number 60, C, carries -0.181; number 61, C, carries -0.214; number 62, C, carries -0.007; number 63, C, carries -0.017; number 64, C, carries -0.261; number 65, C, carries -0.013; number 66, C, carries -0.005; number 67, C, carries -0.136; number 68, C, carries -0.151; number 69, H, carries 0.127; number 70, H, carries 0.117; number 71, H, carries 0.120; number 72, H, carries 0.128